Here is the ion C5H11N with charge -1 in a non-equilibrium geometry from the OMol25 dataset. Energies are from the ωB97M-V functional and the def2-TZVPD basis.

ORCA input file:
```
! RIJCOSX wB97M-V def2-TZVPD def2/J DEFGRID3
* xyz -1 2
N -0.43 -0.23 -1.39
C 0.39 -0.41 -2.57
C -0.13 -0.48 1.50
C -0.34 -0.36 2.81
C 0.64 0.55 0.71
C -0.17 0.90 -0.57
H 0.58 1.44 1.34
H -1.09 1.41 -0.25
H 1.62 0.22 0.37
H 0.21 0.44 3.27
H 1.47 -0.39 -2.44
H 0.07 -1.32 -3.09
H -0.99 -1.08 3.29
H 0.38 1.54 -1.26
H -1.16 -0.91 -1.39
H -0.58 -1.25 0.89
H 0.17 0.37 -3.31
*
```

* highest occupied orbital energy (spin up / spin down): 1.50 / -4.32 eV
* electronic energy: -251.74526 a.u.
* <S²>: 0.75
* ΔE to the lowest compared entry with this formula, charge and spin: 34.1 kcal per mole

Computed Löwdin charges, given in elementary charges: -0.17, -0.50, -0.27, -0.07, -0.23, -0.34, 0.09, 0.09, 0.09, 0.04, 0.02, 0.00, 0.03, 0.09, 0.05, 0.06, 0.02

=====

Here is a cluster of 2 separate species, C5H11N in total from the OMol25 dataset. Energies are from the ωB97M-V functional and the def2-TZVPD basis.

ORCA input file:
```
! RIJCOSX wB97M-V def2-TZVPD def2/J DEFGRID3
* xyz 0 1
N -1.03 0.09 -0.14
C 0.15 -2.08 0.63
C 1.70 1.18 -0.65
C -1.28 0.79 -1.22
C -1.21 0.20 1.31
C -0.25 -0.66 0.61
H -2.13 -0.23 1.74
H -1.88 1.68 -1.15
H 1.80 0.87 -1.70
H -0.73 -2.71 0.83
H -0.83 0.46 -2.15
H 1.04 0.52 -0.11
H 0.89 -2.25 1.43
H 2.66 1.10 -0.15
H 0.61 -2.38 -0.32
H 1.38 2.23 -0.64
H -0.91 1.18 1.70
*
```

* highest occupied orbital energy (spin up / spin down): -6.86 / -6.86 eV
* electronic energy: -251.70168 a.u.
* ΔE to the lowest compared entry with this formula, charge and spin: 100.9 kcal per mole

Computed Löwdin charges, given in elementary charges: -0.16, -0.04, -0.06, 0.01, -0.04, -0.31, 0.10, 0.06, 0.03, 0.08, 0.06, -0.03, 0.08, 0.02, 0.08, 0.03, 0.10

=====

Here is a cluster of 2 separate species, C5H11N in total from the OMol25 dataset. Energies are from the ωB97M-V functional and the def2-TZVPD basis.

ORCA input file:
```
! RIJCOSX wB97M-V def2-TZVPD def2/J DEFGRID3
* xyz 0 1
N 0.14 -0.94 -1.23
C 1.52 -0.42 -1.05
C -0.35 -0.69 -2.59
C -0.42 -0.31 1.67
C -0.37 1.05 2.35
C 0.59 0.35 -0.67
H -0.64 1.87 1.67
H -1.30 -0.43 1.02
H -0.16 -1.57 -3.22
H -1.43 -0.50 -2.55
H -0.41 -1.14 2.36
H 2.52 -0.58 -1.40
H 0.15 0.18 -3.03
H 0.64 1.26 2.72
H 0.47 -0.47 1.07
H 0.12 1.25 -0.34
H -1.07 1.09 3.19
*
```

* highest occupied orbital energy: -8.30 eV
* electronic energy: -251.69453 a.u.
* SMILES: CN1C=C1.CC
* ΔE to the lowest compared entry with this formula, charge and spin: 105.4 kcal per mole

Computed Löwdin charges, given in elementary charges: -0.12, -0.04, -0.13, -0.19, -0.16, -0.13, 0.05, 0.08, 0.07, 0.08, 0.07, 0.10, 0.07, 0.07, 0.02, 0.11, 0.06

=====

Here is an isolated molecule of C5H11N from the OMol25 dataset. Energies are from the ωB97M-V functional and the def2-TZVPD basis.

ORCA input file:
```
! RIJCOSX wB97M-V def2-TZVPD def2/J DEFGRID3
* xyz 0 1
N 0.20 0.14 -0.60
C -1.85 0.93 0.38
C 0.35 1.50 -0.96
C 0.83 -1.85 0.69
C -0.35 1.08 0.30
C 1.05 -1.01 -0.55
H 0.75 -1.60 -1.42
H 1.28 -1.40 1.58
H 1.27 -2.84 0.55
H -0.24 -2.00 0.88
H -0.26 1.78 -1.82
H -2.24 0.71 -0.63
H 2.11 -0.75 -0.67
H 1.30 2.02 -0.84
H 0.19 1.38 1.21
H -2.09 0.06 1.00
H -2.37 1.80 0.78
*
```

* highest occupied orbital energy: -8.27 eV
* electronic energy: -251.80007 a.u.
* SMILES: CCN1C[C@H]1C
* ΔE to the lowest compared entry with this formula, charge and spin: 39.2 kcal per mole

Computed Löwdin charges, given in elementary charges: -0.14, -0.06, -0.11, -0.09, -0.34, -0.25, 0.11, 0.07, 0.07, 0.07, 0.10, 0.08, 0.11, 0.11, 0.13, 0.07, 0.07

=====

Here is an isolated molecule of C5H11N in a non-equilibrium geometry from the OMol25 dataset. Energies are from the ωB97M-V functional and the def2-TZVPD basis.

ORCA input file:
```
! RIJCOSX wB97M-V def2-TZVPD def2/J DEFGRID3
* xyz 0 1
N 2.09 -1.01 1.09
C 0.90 0.40 -0.48
C -2.44 -0.35 -0.52
C 2.23 0.03 0.07
C -0.26 0.44 0.30
C -1.68 0.92 -0.07
H -2.09 1.51 0.78
H -1.55 1.66 -0.94
H 2.60 0.96 0.49
H -1.85 -0.94 -1.27
H -0.24 0.36 1.55
H 1.57 -1.80 0.66
H -3.55 -0.20 -1.01
H 3.01 -0.26 -0.69
H 2.95 -1.48 1.39
H 0.87 0.69 -1.67
H -2.54 -0.93 0.34
*
```

* highest occupied orbital energy: -8.79 eV
* electronic energy: -251.77654 a.u.
* SMILES: CC/C=C/CN
* ΔE to the lowest compared entry with this formula, charge and spin: 54.0 kcal per mole

Computed Löwdin charges, given in elementary charges: -0.04, -0.14, -0.14, -0.35, -0.15, -0.29, 0.10, 0.11, 0.10, 0.08, 0.16, 0.08, 0.12, 0.11, 0.07, 0.15, 0.03

=====

Here is an isolated molecule of C5H11N in a non-equilibrium geometry from the OMol25 dataset. Energies are from the ωB97M-V functional and the def2-TZVPD basis.

ORCA input file:
```
! RIJCOSX wB97M-V def2-TZVPD def2/J DEFGRID3
* xyz 0 1
N 0.92 0.24 1.41
C 0.03 -0.42 0.48
C -1.34 0.18 0.31
C -0.26 0.39 -0.79
C -0.01 -1.95 0.30
C 0.38 1.73 -1.16
H -1.48 1.14 0.80
H -0.59 -2.02 -0.71
H 0.85 -0.24 2.36
H 0.72 2.29 -0.28
H -0.74 -2.42 1.10
H -0.21 2.50 -1.76
H -2.09 -0.54 0.11
H 1.84 0.07 0.97
H -0.38 -0.10 -1.78
H 1.06 -2.35 0.35
H 1.30 1.50 -1.72
*
```

* highest occupied orbital energy: -9.23 eV
* electronic energy: -251.80030 a.u.
* SMILES: C[C@@H]1C[C@]1(C)N
* ΔE to the lowest compared entry with this formula, charge and spin: 39.1 kcal per mole

Computed Löwdin charges, given in elementary charges: 0.06, -0.59, -0.05, -0.27, -0.05, -0.10, 0.10, 0.10, 0.11, 0.06, 0.11, 0.09, 0.08, 0.09, 0.12, 0.09, 0.06

=====

Here is a cluster of 2 separate species, C5H11N in total from the OMol25 dataset. Energies are from the ωB97M-V functional and the def2-TZVPD basis.

ORCA input file:
```
! RIJCOSX wB97M-V def2-TZVPD def2/J DEFGRID3
* xyz 0 1
N -0.16 -0.60 -0.26
C 0.68 -1.75 0.04
C 2.14 0.61 -0.12
C -1.86 1.11 -0.55
C -1.43 -0.30 -0.35
C 1.05 -0.34 0.22
H -1.14 1.81 -0.11
H -2.12 -1.13 -0.44
H 2.91 0.58 0.65
H -2.83 1.29 -0.07
H 1.76 1.63 -0.17
H 0.37 -2.34 0.91
H 0.98 -2.35 -0.83
H -0.87 0.01 1.95
H 2.62 0.38 -1.09
H -0.11 0.06 1.88
H -1.97 1.37 -1.61
*
```

* highest occupied orbital energy: -6.81 eV
* electronic energy: -251.69073 a.u.
* ΔE to the lowest compared entry with this formula, charge and spin: 107.8 kcal per mole

Computed Löwdin charges, given in elementary charges: -0.15, -0.06, -0.06, -0.10, -0.18, -0.31, 0.07, 0.11, 0.07, 0.07, 0.07, 0.10, 0.10, 0.07, 0.07, 0.06, 0.07

=====

Here is a structure of composition C5H11N from the OMol25 dataset. Energies are from the ωB97M-V functional and the def2-TZVPD basis.

ORCA input file:
```
! RIJCOSX wB97M-V def2-TZVPD def2/J DEFGRID3
* xyz 0 1
N -1.27 0.14 -0.17
C 1.14 -0.38 0.17
C 2.54 0.22 0.26
C -2.12 -0.15 0.85
C 0.08 0.68 -0.13
C -1.97 -0.43 -1.17
H 1.10 -1.14 -0.62
H 0.27 1.18 -1.09
H 3.28 -0.55 0.48
H 2.60 0.97 1.05
H -1.52 -1.17 -1.83
H 0.87 -0.88 1.11
H 0.08 1.45 0.66
H -2.34 -1.18 1.10
H -2.94 -0.02 -1.43
H -2.46 0.64 1.53
H 2.82 0.70 -0.68
*
```

* highest occupied orbital energy: -7.75 eV
* electronic energy: -251.73772 a.u.
* ΔE to the lowest compared entry with this formula, charge and spin: 78.3 kcal per mole

Computed Löwdin charges, given in elementary charges: -0.32, -0.25, -0.12, -0.03, -0.18, -0.02, 0.11, 0.12, 0.07, 0.07, 0.06, 0.11, 0.13, 0.05, 0.05, 0.06, 0.07

=====

The lowest ΔE to the lowest compared entry with this formula, charge and spin belongs to which entry? number 1

=====

Repeat the fourth record exactly.
Here is an isolated molecule of C5H11N from the OMol25 dataset. Energies are from the ωB97M-V functional and the def2-TZVPD basis.

ORCA input file:
```
! RIJCOSX wB97M-V def2-TZVPD def2/J DEFGRID3
* xyz 0 1
N 0.20 0.14 -0.60
C -1.85 0.93 0.38
C 0.35 1.50 -0.96
C 0.83 -1.85 0.69
C -0.35 1.08 0.30
C 1.05 -1.01 -0.55
H 0.75 -1.60 -1.42
H 1.28 -1.40 1.58
H 1.27 -2.84 0.55
H -0.24 -2.00 0.88
H -0.26 1.78 -1.82
H -2.24 0.71 -0.63
H 2.11 -0.75 -0.67
H 1.30 2.02 -0.84
H 0.19 1.38 1.21
H -2.09 0.06 1.00
H -2.37 1.80 0.78
*
```

* highest occupied orbital energy: -8.27 eV
* electronic energy: -251.80007 a.u.
* SMILES: CCN1C[C@H]1C
* ΔE to the lowest compared entry with this formula, charge and spin: 39.2 kcal per mole

Computed Löwdin charges, given in elementary charges: -0.14, -0.06, -0.11, -0.09, -0.34, -0.25, 0.11, 0.07, 0.07, 0.07, 0.10, 0.08, 0.11, 0.11, 0.13, 0.07, 0.07

=====

Which value of electronic energy does entry 6 give? -251.80030 a.u.

=====

Please write out number 8 again, unchanged.
Here is a structure of composition C5H11N from the OMol25 dataset. Energies are from the ωB97M-V functional and the def2-TZVPD basis.

ORCA input file:
```
! RIJCOSX wB97M-V def2-TZVPD def2/J DEFGRID3
* xyz 0 1
N -1.27 0.14 -0.17
C 1.14 -0.38 0.17
C 2.54 0.22 0.26
C -2.12 -0.15 0.85
C 0.08 0.68 -0.13
C -1.97 -0.43 -1.17
H 1.10 -1.14 -0.62
H 0.27 1.18 -1.09
H 3.28 -0.55 0.48
H 2.60 0.97 1.05
H -1.52 -1.17 -1.83
H 0.87 -0.88 1.11
H 0.08 1.45 0.66
H -2.34 -1.18 1.10
H -2.94 -0.02 -1.43
H -2.46 0.64 1.53
H 2.82 0.70 -0.68
*
```

* highest occupied orbital energy: -7.75 eV
* electronic energy: -251.73772 a.u.
* ΔE to the lowest compared entry with this formula, charge and spin: 78.3 kcal per mole

Computed Löwdin charges, given in elementary charges: -0.32, -0.25, -0.12, -0.03, -0.18, -0.02, 0.11, 0.12, 0.07, 0.07, 0.06, 0.11, 0.13, 0.05, 0.05, 0.06, 0.07